(1)
ORCA calculation (the ωB97M-V functional and the def2-TZVPD basis) on a structure of composition C25H29ClF6N3O2SiTi.

Atoms and positions in Å:
Ti  1.13  -0.06  0.67
C  2.27  2.50  5.12
C  1.33  1.61  4.37
C  1.09  0.30  4.81
C  0.25  -0.55  4.13
C  -0.38  -0.12  2.97
C  -0.19  1.19  2.53
C  0.68  2.04  3.23
H  1.89  2.70  6.12
H  2.42  3.45  4.60
H  3.25  2.02  5.23
H  1.59  -0.04  5.71
H  0.09  -1.56  4.49
H  -1.11  -0.76  2.49
H  -0.81  1.58  1.73
H  0.83  3.06  2.88
C  -2.51  0.03  0.32
Si  -1.67  -1.55  -0.25
C  -2.33  -1.92  -1.96
C  -1.98  -2.95  0.94
N  0.13  -1.26  -0.38
C  0.81  -2.06  -1.35
C  0.53  -3.38  -1.67
C  1.28  -4.03  -2.64
C  2.32  -3.39  -3.29
C  2.65  -2.08  -2.95
C  1.89  -1.48  -1.99
F  2.22  -0.23  -1.51
H  -3.49  0.03  -0.16
H  -2.03  0.94  -0.01
H  -2.69  0.08  1.39
H  -3.41  -2.07  -1.85
H  -1.92  -2.81  -2.42
H  -2.19  -1.07  -2.63
H  -3.03  -2.92  1.26
H  -1.35  -2.90  1.83
H  -1.81  -3.93  0.48
H  -0.26  -3.91  -1.16
H  1.05  -5.06  -2.89
H  2.89  -3.90  -4.05
H  3.49  -1.55  -3.40
O  -3.85  1.43  -2.65
C  -3.42  2.58  -3.35
N  -2.41  2.32  -4.33
C  -1.10  2.06  -4.06
O  -0.35  1.56  -4.87
C  -0.58  2.47  -2.71
C  -0.42  3.79  -2.33
C  0.15  4.07  -1.09
C  0.52  3.01  -0.28
N  0.35  1.73  -0.64
C  -0.18  1.48  -1.84
H  -4.41  0.90  -3.22
H  -3.02  3.25  -2.58
H  -4.26  3.08  -3.84
H  -2.69  1.99  -5.25
H  -0.70  4.60  -3.00
H  0.32  5.08  -0.76
H  0.99  3.18  0.67
H  -0.28  0.43  -2.11
F  2.89  -1.83  0.54
C  2.09  -1.75  1.67
F  1.34  -2.89  1.70
C  3.06  -1.88  2.88
F  3.62  -0.71  3.20
F  4.03  -2.74  2.59
F  2.41  -2.34  3.96
Cl  2.97  1.14  0.98

The LUMO energy is -4.298 eV. Its net charge is +1. The value obtained for the HOMO-LUMO gap is 7.188 eV.

These are the Mulliken partial charges, in e, on atoms 1 to 2:
1 Ti -0.073
2 C -1.666

=====

(2)
ORCA calculation (the ωB97M-V functional and the def2-TZVPD basis) on the molecule C25H29ClN4O3.

Atoms and positions in Å:
C  -0.18  2.94  -2.94
C  0.03  1.44  -2.74
C  -0.74  0.64  -3.79
C  -0.45  1.00  -1.35
N  0.25  1.67  -0.26
C  -0.43  2.67  0.41
O  -1.54  3.03  0.05
C  0.27  3.24  1.57
C  -0.53  4.15  2.45
C  -0.96  3.42  3.74
C  -1.60  2.10  3.33
O  -2.79  1.97  3.14
N  -0.67  1.11  3.15
C  -0.77  -0.03  2.34
C  0.38  -0.80  2.17
C  0.38  -1.86  1.29
C  -0.76  -2.19  0.55
N  -0.68  -3.20  -0.41
C  -0.17  -4.50  -0.03
C  0.33  -5.22  -1.28
O  -0.70  -5.36  -2.23
C  -1.21  -4.10  -2.59
C  -1.75  -3.34  -1.38
C  -1.91  -1.43  0.76
C  -1.92  -0.36  1.64
N  1.47  2.94  1.89
C  2.14  1.99  1.17
C  3.45  1.67  1.56
C  4.12  0.66  0.91
Cl  5.73  0.25  1.39
C  3.51  -0.05  -0.12
C  2.23  0.26  -0.52
C  1.52  1.30  0.10
H  0.09  3.23  -3.95
H  0.42  3.51  -2.24
H  -1.23  3.20  -2.77
H  1.10  1.23  -2.84
H  -0.40  0.91  -4.79
H  -1.80  0.85  -3.72
H  -0.58  -0.43  -3.65
H  -0.34  -0.08  -1.22
H  -1.50  1.27  -1.23
H  -1.42  4.47  1.90
H  0.07  5.02  2.72
H  -1.70  4.03  4.27
H  -0.10  3.25  4.38
H  0.27  1.32  3.46
H  1.28  -0.56  2.71
H  1.30  -2.42  1.16
H  0.65  -4.39  0.68
H  -0.96  -5.10  0.43
H  0.66  -6.23  -1.03
H  1.17  -4.66  -1.72
H  -2.01  -4.29  -3.31
H  -0.42  -3.50  -3.07
H  -2.08  -2.35  -1.71
H  -2.61  -3.89  -0.96
H  -2.82  -1.67  0.24
H  -2.81  0.22  1.77
H  3.89  2.22  2.37
H  4.05  -0.85  -0.60
H  1.78  -0.31  -1.31

The LUMO energy is -0.336 eV. Its SMILES is CC(C)Cn1c(=O)c(CCC(=O)Nc2ccc(N3CCOCC3)cc2)nc2cc(Cl)ccc21. The value obtained for the HOMO-LUMO gap is 7.367 eV.

These are the Mulliken partial charges, in e, on atoms 1 to 2:
1 C -1.639
2 C 1.278

=====

(3)
ORCA calculation (the ωB97M-V functional and the def2-TZVPD basis) on a structure of composition C25H29CrN9S.

Atoms and positions in Å:
Cr  -0.30  -0.09  -0.13
C  3.16  1.86  -1.64
C  1.88  1.11  -1.47
N  1.44  0.70  -0.29
N  2.16  1.01  0.84
C  1.01  0.63  2.65
N  1.09  0.82  4.06
S  -0.61  -0.02  2.25
C  1.06  0.70  -2.54
C  1.33  0.94  -3.90
C  0.49  0.43  -4.86
C  -0.61  -0.34  -4.45
C  -0.83  -0.52  -3.10
N  -0.05  -0.02  -2.15
H  3.53  2.16  -0.66
H  3.01  2.75  -2.25
H  3.91  1.24  -2.13
H  2.05  0.84  4.39
H  0.59  0.08  4.54
H  2.19  1.54  -4.17
H  0.68  0.60  -5.91
H  -1.28  -0.77  -5.18
H  -1.68  -1.11  -2.76
N  0.20  2.45  1.10
C  1.34  1.88  1.77
C  2.25  2.87  2.41
C  3.45  2.55  2.92
C  4.01  1.22  3.02
C  3.48  0.06  2.59
C  2.19  -0.10  1.85
C  1.92  -1.48  1.30
C  2.62  -2.61  1.71
C  2.39  -3.84  1.13
C  1.43  -3.98  0.15
C  0.67  -2.87  -0.22
C  0.90  -1.62  0.34
H  0.48  3.25  0.53
H  -0.48  2.75  1.79
H  1.92  3.90  2.42
H  4.05  3.34  3.35
H  4.96  1.17  3.53
H  4.04  -0.83  2.81
H  3.36  -2.55  2.50
H  2.96  -4.70  1.46
H  1.25  -4.94  -0.32
H  -0.12  -2.98  -0.95
C  -5.76  1.86  1.92
C  -5.65  0.42  2.40
C  -4.48  0.24  3.36
C  -5.53  -0.54  1.20
N  -4.28  -0.40  0.51
C  -3.17  -1.19  0.59
N  -2.22  -0.60  -0.12
N  -2.76  0.51  -0.63
N  -3.97  0.65  -0.26
H  -5.85  2.53  2.77
H  -6.63  1.99  1.28
H  -4.87  2.14  1.35
H  -6.58  0.15  2.91
H  -3.53  0.46  2.88
H  -4.44  -0.78  3.74
H  -4.60  0.90  4.21
H  -6.34  -0.33  0.49
H  -5.61  -1.58  1.54
H  -3.09  -2.09  1.15

The LUMO energy (spin up / spin down) is 0.193 / 0.146 eV. The value obtained for the HOMO-LUMO gap (spin up / spin down) is 5.353 / 7.365 eV. Its expectation value of S² is 6.09. Its spin multiplicity is 5.

These are the Mulliken partial charges, in e, on atoms 1 to 2:
1 Cr -0.212
2 C -2.058

=====

(4)
ORCA calculation (the ωB97M-V functional and the def2-TZVPD basis) on a structure of composition C25H29F5N4ORhS.

Atoms and positions in Å:
Rh  0.36  -0.13  -0.20
F  6.43  2.19  1.73
C  5.41  1.83  0.96
C  4.50  0.88  1.40
F  4.64  0.33  2.60
C  3.45  0.52  0.58
F  2.61  -0.43  1.06
C  3.24  1.07  -0.67
S  1.89  0.66  -1.74
C  4.18  2.01  -1.09
F  4.05  2.58  -2.28
C  5.25  2.39  -0.29
F  6.11  3.30  -0.73
C  -1.64  -1.79  3.33
C  -1.49  -1.65  1.84
O  -1.08  -0.58  1.36
N  -1.81  -2.70  1.08
C  -1.75  -2.66  -0.37
C  -0.39  -3.05  -0.88
C  -0.17  -4.34  -1.34
C  1.10  -4.73  -1.70
C  2.13  -3.82  -1.59
C  1.84  -2.54  -1.15
N  0.60  -2.14  -0.82
H  -2.11  -0.89  3.72
H  -0.64  -1.85  3.77
H  -2.21  -2.66  3.62
H  -2.10  -3.55  1.54
H  -2.00  -1.66  -0.68
H  -2.50  -3.34  -0.76
H  -1.00  -5.03  -1.39
H  1.29  -5.74  -2.06
H  3.15  -4.07  -1.85
H  2.61  -1.79  -1.09
C  -1.79  0.67  -1.55
C  -2.77  -0.16  -2.16
C  -4.11  -0.13  -1.76
C  -5.05  -0.92  -2.40
C  -4.66  -1.76  -3.43
C  -3.33  -1.82  -3.84
C  -2.39  -1.02  -3.21
H  -0.76  0.52  -1.78
H  -2.06  1.28  -0.69
H  -4.41  0.53  -0.96
H  -6.09  -0.88  -2.10
H  -5.39  -2.38  -3.93
H  -3.03  -2.47  -4.65
H  -1.35  -1.04  -3.52
C  1.68  3.82  2.27
C  0.22  3.38  2.35
C  -0.23  3.32  3.81
C  -0.67  4.34  1.57
N  0.13  1.99  1.86
N  0.29  1.84  0.45
H  1.80  4.82  2.69
H  2.04  3.88  1.24
H  2.32  3.13  2.83
H  -0.11  4.29  4.28
H  0.37  2.59  4.36
H  -1.28  3.04  3.88
H  -0.69  5.32  2.05
H  -1.70  3.98  1.53
H  -0.32  4.51  0.55
H  -0.76  1.57  2.10
H  1.21  2.22  0.22
H  -0.37  2.41  -0.08

The LUMO energy is -4.477 eV. Its net charge is +1. The value obtained for the HOMO-LUMO gap is 5.772 eV.

These are the Mulliken partial charges, in e, on atoms 1 to 2:
1 Rh 0.339
2 F -0.297

=====

(5)
ORCA calculation (the ωB97M-V functional and the def2-TZVPD basis) on a cluster of 2 separate species, C25H29N2O in total.

Atoms and positions in Å:
C  -3.11  -2.83  -3.32
N  -2.14  -2.78  -2.22
C  -2.34  -3.65  -1.08
C  -3.11  -3.25  0.01
C  -3.29  -4.08  1.10
C  -2.70  -5.34  1.11
C  -1.93  -5.75  0.03
C  -1.75  -4.92  -1.05
C  -1.10  -1.91  -2.31
H  -3.88  -3.58  -3.10
H  -3.60  -1.86  -3.44
H  -2.62  -3.11  -4.25
H  -3.57  -2.28  0.00
H  -3.88  -3.76  1.94
H  -2.83  -5.98  1.96
H  -1.46  -6.73  0.05
H  -1.15  -5.24  -1.89
H  -0.40  -1.84  -1.50
H  -0.98  -1.29  -3.17
O  1.12  0.05  -0.23
C  1.28  1.34  0.40
C  1.05  1.17  1.90
C  1.41  -0.01  2.51
C  1.23  -0.20  3.86
C  0.69  0.80  4.63
C  0.33  2.00  4.04
C  0.52  2.19  2.69
C  2.68  1.89  0.15
C  3.35  1.57  -1.02
C  4.61  2.09  -1.27
C  5.21  2.93  -0.37
C  4.54  3.27  0.80
C  3.29  2.75  1.05
C  0.23  2.29  -0.23
C  -1.22  1.84  0.01
C  -1.99  2.38  -1.20
C  -0.95  2.37  -2.33
N  0.39  2.38  -1.71
H  1.00  0.19  -1.19
H  1.82  -0.80  1.89
H  1.50  -1.14  4.31
H  0.52  0.65  5.68
H  -0.10  2.79  4.63
H  0.25  3.13  2.25
H  2.89  0.91  -1.73
H  5.12  1.82  -2.18
H  6.19  3.33  -0.56
H  5.01  3.92  1.51
H  2.78  3.02  1.96
H  0.37  3.30  0.19
H  -1.26  0.74  0.04
H  -1.63  2.20  0.97
H  -2.87  1.78  -1.44
H  -2.34  3.40  -1.00
H  -1.04  1.46  -2.93
H  -1.08  3.21  -3.02
H  0.93  3.21  -1.96

The LUMO energy is -5.050 eV. Its net charge is +1. The value obtained for the HOMO-LUMO gap is 5.875 eV.

These are the Mulliken partial charges, in e, on atoms 1 to 2:
1 C -0.881
2 N 0.381

=====

(6)
ORCA calculation (the ωB97M-V functional and the def2-TZVPD basis) on the molecule C25H29N3O3.

Atoms and positions in Å:
C  2.19  1.32  -5.74
O  2.59  1.32  -4.39
C  3.85  1.73  -4.08
C  4.77  2.18  -5.02
C  6.05  2.56  -4.64
C  6.43  2.48  -3.31
C  5.53  2.04  -2.36
C  4.24  1.67  -2.73
N  3.38  1.22  -1.71
C  2.03  1.19  -1.68
C  1.66  0.68  -0.45
C  0.27  0.56  0.02
O  -0.51  1.50  -0.11
N  -0.14  -0.62  0.54
C  0.71  -1.72  0.94
C  0.88  -1.70  2.46
C  -0.48  -1.67  3.16
C  -1.42  -0.58  2.63
C  -0.87  0.82  2.99
O  -1.64  1.88  2.47
C  -2.84  -0.74  3.26
C  -3.97  -0.83  2.27
C  -4.47  0.35  1.74
C  -5.51  0.34  0.82
C  -6.06  -0.87  0.42
C  -5.56  -2.05  0.95
C  -4.52  -2.05  1.87
C  -4.03  -3.36  2.41
C  -1.47  -0.71  1.09
C  2.89  0.46  0.21
N  3.90  0.79  -0.56
H  2.82  0.66  -6.35
H  2.19  2.33  -6.16
H  1.17  0.93  -5.74
H  4.50  2.24  -6.06
H  6.74  2.90  -5.39
H  7.43  2.77  -3.01
H  5.80  1.97  -1.32
H  1.42  1.51  -2.50
H  1.67  -1.66  0.43
H  0.21  -2.65  0.64
H  1.47  -0.82  2.75
H  1.44  -2.59  2.77
H  -0.96  -2.64  3.01
H  -0.33  -1.53  4.23
H  -0.89  0.94  4.08
H  0.17  0.92  2.67
H  -1.43  1.95  1.52
H  -3.02  0.14  3.88
H  -2.84  -1.61  3.91
H  -4.04  1.29  2.05
H  -5.89  1.27  0.42
H  -6.87  -0.89  -0.29
H  -6.00  -2.99  0.64
H  -4.57  -4.19  1.96
H  -2.97  -3.50  2.21
H  -4.17  -3.41  3.49
H  -2.09  0.07  0.65
H  -1.89  -1.69  0.82
H  3.07  0.10  1.20

The LUMO energy is 0.692 eV. Its SMILES is COc1ccccc1-n1cc(C(=O)N2CCC[C@](CO)(Cc3ccccc3C)C2)cn1. The value obtained for the HOMO-LUMO gap is 9.202 eV.

These are the Mulliken partial charges, in e, on atoms 1 to 2:
1 C -0.977
2 O -0.348